Entry 1
Entry from the OMol25 dataset: a gas-phase ion, C7H9N2O (charge +1) (the ωB97M-V functional and the def2-TZVPD basis).

## Properties
**2S+1**: 1
**SMILES**: C[C@@H]1Cc2cc[nH]c2[N+]1=O
**Highest occupied orbital energy (alpha / beta)**: -14.866 / -13.832 eV
**Gap between HOMO and LUMO (alpha / beta)**: 8.21 / 7.36 eV
**Charge**: +1

Element x y z (Å)
C 1.88331 -0.42353 -1.44063
C 1.25240 0.09374 -2.56577
C 0.91935 -0.42027 -0.43491
C -0.23189 0.11614 -0.98027
C 0.68085 -0.83633 0.94547
C -0.79717 -0.37174 1.12682
C -1.05077 0.69566 2.23000
N -0.04818 0.36357 -2.31429
N -1.23092 0.18061 -0.14007
O -2.66801 0.48566 -0.34829
H 2.98729 -0.66768 -1.20051
H 1.61824 0.26964 -3.55130
H 0.69175 -1.86708 1.10581
H 1.24753 -0.28140 1.74112
H -1.33607 -1.24185 1.38694
H -0.58678 1.67848 1.73318
H -0.64678 0.30707 3.08760
H -2.05959 0.91869 2.42580
H -0.62458 1.00063 -2.80671

---

Entry 2
Entry from the OMol25 dataset: a gas-phase ion, C7H9N2O (charge +1) (the ωB97M-V functional and the def2-TZVPD basis).

## Properties
**2S+1**: 1
**SMILES**: CN(C#[NH+])/C=C\C=C=CO
**Highest occupied orbital energy**: -12.792 eV
**Gap between HOMO and LUMO**: 8.93 eV
**Charge**: +1

Element x y z (Å)
C -0.16667 1.88617 -0.39529
C 1.21939 1.75298 -0.70864
C -1.11167 1.00675 -0.15333
C 2.10947 0.95569 -0.16297
C -0.18448 -1.11848 -0.65644
C 2.81718 0.16740 0.60696
C -2.30117 -1.00449 0.25558
N -1.11815 -0.34962 -0.28524
N 0.49521 -1.96119 -1.13820
O 2.99332 -1.16175 0.20325
H -0.61252 2.90224 -0.11627
H 1.57978 2.35103 -1.53938
H -2.17088 1.31203 0.10771
H 3.26002 0.35777 1.50753
H -2.58622 -1.79716 -0.30702
H -1.96869 -1.37415 1.28178
H -3.21684 -0.33614 0.40060
H 3.42374 -1.62744 0.83151
H 1.17919 -2.64286 -1.25923

---

Which one sits at the top of the stability order? entry 1 does.

---

Entry 1
Entry from the OMol25 dataset: a gas-phase ion, C6H10N4 (charge +2) (the ωB97M-V functional and the def2-TZVPD basis).

## Properties
**2S+1**: 1
**SMILES**: C[C@@H]1C=N[C@H]2NC=[NH+]C2=[NH+]1
**Highest occupied orbital energy**: -18.740 eV
**Gap between HOMO and LUMO**: 7.90 eV
**Charge**: +2

Element x y z (Å)
C -1.07168 -1.02337 -0.86751
C 2.88849 0.29182 -0.10761
C 0.75503 0.74593 0.10292
C -1.67406 0.29578 -0.54239
C 0.85553 -0.71248 0.31992
C -2.32854 -0.06496 0.77226
N 0.04839 -1.46892 -0.57677
N 2.37558 -0.86752 0.22379
N 1.94898 1.24522 -0.25300
N -0.58444 1.28910 -0.52176
H -1.79898 -1.67455 -1.29550
H 4.00340 0.43622 -0.07715
H -2.32822 0.63574 -1.25139
H 0.41404 -1.05932 1.36632
H -1.57388 -0.17330 1.45779
H -2.85971 -1.10588 0.72243
H -3.12240 0.63011 1.23763
H 2.76690 -1.78364 0.21734
H 2.20600 2.11277 -0.50967
H -0.92043 2.25126 -0.41767

---

Entry 2
Entry from the OMol25 dataset: a gas-phase ion, C6H10N4 (charge +2) (the ωB97M-V functional and the def2-TZVPD basis).

## Properties
**2S+1**: 1
**Highest occupied orbital energy**: -18.553 eV
**Gap between HOMO and LUMO**: 8.35 eV
**Charge**: +2

Element x y z (Å)
C 2.08327 -1.60360 -0.00670
C 1.92765 0.75716 -0.06765
C 0.28075 0.57673 -0.06146
C 0.60444 -1.80087 0.09482
C -1.60592 -0.58240 -0.07741
C -1.98903 0.85190 0.03768
N 2.61642 -0.40138 -0.11307
N -0.14808 -0.64142 0.02325
N -0.61476 1.52619 -0.07913
N 2.56576 1.89921 0.04480
H 2.87390 -2.35538 -0.23654
H 0.24838 -2.33521 -0.80705
H 0.21811 -2.57553 0.91856
H -2.10017 -1.21986 0.60078
H -1.79819 -1.07570 -0.93706
H -2.56137 1.20026 -0.81436
H -2.26300 1.26323 1.00432
H -0.55637 2.49744 -0.38788
H 2.14217 2.73592 0.42630
H 3.56462 1.69795 0.41411

---

Which one sits at the top of the stability order? entry 2 does.

---

Entry 1
Entry from the OMol25 dataset: 4 unconnected molecules or ions with the total composition CH8O5 (the ωB97M-V functional and the def2-TZVPD basis).

## Properties
**2S+1**: 1
**SMILES**: O=CO.O.O.O
**Highest occupied orbital energy**: -11.024 eV
**Gap between HOMO and LUMO**: 11.60 eV

Element x y z (Å)
O 2.14034 1.73776 -0.70198
C 2.67362 0.65853 -0.65965
O 2.18689 -0.35681 0.06290
H 3.58239 0.48594 -1.22874
H 1.24460 -0.52261 -0.19099
H -0.66726 -1.46422 0.94442
H -0.63466 -2.61776 -0.10326
O -0.11689 -1.92572 0.28142
H -3.80574 -0.53277 0.77654
H -2.68362 0.10693 -0.04125
O -2.89942 -0.21026 0.82189
H -0.79579 1.71286 0.64146
H 0.36086 1.55322 -0.38115
O -0.58531 1.37490 -0.22162

---

Entry 2
Entry from the OMol25 dataset: 4 unconnected molecules or ions with the total composition CH8O5 (the ωB97M-V functional and the def2-TZVPD basis).

## Properties
**2S+1**: 1
**SMILES**: O=CO.O.O.O
**Highest occupied orbital energy**: -10.818 eV
**Gap between HOMO and LUMO**: 10.88 eV

Element x y z (Å)
O -0.72215 2.72021 2.16012
C -1.00869 1.58504 1.98899
O -0.50355 0.81658 0.99764
H -1.77900 1.04923 2.56946
H -0.22183 -0.11324 1.13303
H -0.01055 -1.88067 -0.43750
H -0.57459 -2.64162 0.73531
O -0.82609 -2.05609 0.00996
H 2.93839 -1.52482 -1.05339
H 1.90188 -2.57926 -0.99214
O 2.07840 -1.72114 -0.65417
H -0.53419 1.62458 -2.71528
H -0.43696 2.25810 -1.39334
O -0.30108 2.46309 -2.34870

---

Which one sits at the top of the stability order? entry 1 does.

---

Entry 1
Entry from the OMol25 dataset: C10H14N2O in the gas phase (the ωB97M-V functional and the def2-TZVPD basis).

## Properties
**2S+1**: 1
**Highest occupied orbital energy**: -8.327 eV
**Gap between HOMO and LUMO**: 8.77 eV

Element x y z (Å)
C -1.12800 0.19270 1.44053
C -0.93576 0.40117 -1.67486
C -0.76257 1.44751 -0.55271
C -0.57011 -0.94039 -1.00143
C -0.08913 0.80344 0.58034
C -1.67269 -1.28471 -0.07998
C 0.65314 -0.48933 -0.03276
C 0.88427 1.75221 1.34458
C 1.87701 -0.07033 -0.78821
C 0.99560 -1.55506 1.01040
N -2.23313 -2.59670 0.11193
N -2.97160 -1.73230 -0.44200
O -1.67716 0.39887 2.50550
H -1.91621 0.41516 -2.00160
H -0.41055 0.57242 -2.54631
H -0.34804 2.38828 -1.01933
H -1.84381 1.81871 -0.44110
H -0.30074 -1.68535 -1.74062
H 1.40315 2.33145 0.56650
H 1.56779 0.91374 1.69039
H 0.26083 2.33586 2.00673
H 2.63812 0.35566 -0.03865
H 1.65227 0.73912 -1.34907
H 2.11536 -0.92865 -1.26685
H 0.02643 -1.84614 1.65139
H 1.74035 -1.19876 1.63601
H 1.04518 -2.53860 0.43117

---

Entry 2
Entry from the OMol25 dataset: C10H14N2O in the gas phase (the ωB97M-V functional and the def2-TZVPD basis).

## Properties
**2S+1**: 1
**SMILES**: C=C[C@](O)(c1ccccc1)N(C)N
**Highest occupied orbital energy**: -8.619 eV
**Gap between HOMO and LUMO**: 9.40 eV

Element x y z (Å)
C 3.52884 -0.06808 -0.23225
C 2.68932 -0.64692 -1.10754
C 2.99618 0.64524 0.85569
C 1.28609 -0.68642 -0.91613
C 1.59710 0.68326 1.04179
C 0.76594 -0.04231 0.20267
C -1.07656 2.49057 -0.73386
C -1.19861 1.13913 -0.84595
C -2.88267 -1.08999 -0.37993
C -0.81721 0.09315 0.22809
N -1.01085 -2.20939 0.82167
N -1.38031 -1.19322 -0.08933
O -1.21231 0.53492 1.57391
H 4.56749 -0.16633 -0.31432
H 3.00271 -1.20134 -1.98411
H 3.61800 1.08075 1.69088
H 0.69570 -1.20082 -1.63437
H 1.30644 1.18450 1.96886
H -1.26299 3.08481 -1.52732
H -0.76612 2.93563 0.23707
H -1.64843 0.56215 -1.63623
H -3.11378 -0.08076 -0.54291
H -3.18452 -1.46793 -1.32571
H -3.35291 -1.58897 0.43451
H 0.05674 -2.24064 0.92537
H -1.36236 -1.79944 1.69223
H -1.84093 1.24843 1.59722

---

Which one sits at the top of the stability order? entry 2 does.

---

Entry 1
Entry from the OMol25 dataset: a gas-phase ion, C2ClO4 (charge -1) (the ωB97M-V functional and the def2-TZVPD basis).

## Properties
**2S+1**: 1
**SMILES**: O=C([O-])C1(Cl)OO1
**Highest occupied orbital energy**: -4.932 eV
**Gap between HOMO and LUMO**: 8.71 eV
**Charge**: -1

Element x y z (Å)
C -0.87408 -0.61334 0.13642
C 0.70946 0.21674 0.19963
O -0.75230 -1.78659 -0.18107
O -1.79392 0.16695 0.23657
O 0.91857 1.27280 -0.67239
O 1.25375 1.42705 0.69887
Cl 1.90561 -1.03901 0.04915

---

Entry 2
Entry from the OMol25 dataset: 2 unconnected molecules or ions with the total composition C2ClO4 (the ωB97M-V functional and the def2-TZVPD basis).

## Properties
**2S+1**: 1
**Highest occupied orbital energy**: -3.369 eV
**Gap between HOMO and LUMO**: 6.95 eV
**Charge**: -1

Element x y z (Å)
C -1.82230 0.19709 -0.29580
C 1.27289 -0.74666 -0.02052
O -2.04933 0.72262 -1.31630
O -1.83707 -0.20264 0.79761
O 0.56692 0.42887 -0.02537
O 0.84409 -0.13968 1.21322
Cl 3.02480 -0.25960 -0.35283

---

Which one sits at the top of the stability order? entry 1 does.

---

Entry 1
Entry from the OMol25 dataset: CH2S2 in the gas phase (the ωB97M-V functional and the def2-TZVPD basis).

## Properties
**2S+1**: 1
**SMILES**: S=CS
**Highest occupied orbital energy**: -8.989 eV
**Gap between HOMO and LUMO**: 8.47 eV

Element x y z (Å)
C 0.18792 -0.59179 0.27018
H -0.40709 1.74344 0.25367
H 0.77667 -1.32208 0.81176
S 0.53423 1.01821 0.94885
S -0.62780 -0.82262 -1.11675

---

Entry 2
Entry from the OMol25 dataset: a molecular structure, CH2S2 (the ωB97M-V functional and the def2-TZVPD basis).

## Properties
**2S+1**: 1
**Highest occupied orbital energy**: -9.021 eV
**Gap between HOMO and LUMO**: 8.36 eV

Element x y z (Å)
C -0.45662 -0.34025 0.01472
S -2.08256 -0.51272 0.01773
S 0.30374 1.14510 -0.07269
H 0.28472 -1.08849 -0.24411
H 1.95072 0.79636 0.28435

---

Entry 3
Entry from the OMol25 dataset: CH2S2 in the gas phase (the ωB97M-V functional and the def2-TZVPD basis).

## Properties
**2S+1**: 1
**SMILES**: S=CS
**Highest occupied orbital energy**: -8.931 eV
**Gap between HOMO and LUMO**: 8.44 eV

Element x y z (Å)
C 0.34469 0.46666 -0.10068
H -1.23724 -1.60366 0.16326
H 0.37643 1.51314 0.14862
S -1.27943 -0.13220 -0.11287
S 1.79554 -0.24394 -0.09833

---

Which one sits at the top of the stability order? entry 1 does.